# 1
15
Properties=species:S:1:pos:R:3:forces:R:3 method="wB97M-V/def2-TZVPD" smiles="C=C/C=C/N.O" homo_lumo_gap_ha=0.29741 charge=0 lumo_energy_ev=0.53 relative_energy_ev=2.4034
H -1.177 -2.063 -6.254 -0.494 -0.230 -0.135
C 0.543 0.571 1.661 -1.160 -0.957 -1.794
N 0.859 -1.033 -0.170 -0.862 0.704 -0.132
H 0.560 2.296 3.927 0.236 -0.485 -0.218
H 0.599 -1.194 -1.134 0.567 -0.099 0.361
H -0.351 0.576 -0.297 -0.813 0.101 0.480
O -0.880 -2.940 -5.981 -0.379 0.576 -0.212
H 0.005 -2.712 -5.723 0.877 -0.343 0.344
C -0.470 1.451 2.210 0.493 0.373 1.922
C -0.348 2.131 3.358 -0.199 0.842 -0.214
H 1.300 0.066 2.245 0.013 0.282 0.322
H -1.474 1.396 1.816 0.046 0.158 -0.539
C 0.263 0.067 0.431 1.464 -0.302 -0.067
H -1.160 2.747 3.731 -0.199 -0.255 -0.082
H 1.730 -1.359 0.180 0.411 -0.365 -0.037

---

# 2
15
Properties=species:S:1:pos:R:3:forces:R:3 method="wB97M-V/def2-TZVPD" homo_lumo_gap_ha=0.33811 charge=0 lumo_energy_ev=0.88 relative_energy_ev=6.3459
H 2.040 1.514 -0.581 -2.433 0.542 -0.664
O -2.034 -1.609 -0.191 -1.260 -0.266 -0.006
H 0.327 0.647 0.122 -0.111 1.583 0.160
C -2.578 0.526 0.172 -0.077 0.225 2.887
H 2.200 -1.153 -0.288 -0.912 0.836 -0.748
H -3.260 0.517 -0.632 -0.401 -0.135 -1.212
H -3.190 0.167 1.091 1.294 0.632 -1.401
C 2.933 -0.363 -0.236 1.174 -0.025 1.037
H -1.413 -2.253 -0.545 0.873 0.421 -0.010
C -0.191 -0.241 -0.085 1.151 -1.732 -0.229
H 3.838 -0.886 0.065 0.507 0.665 0.063
N -1.419 -0.323 -0.030 -1.516 -1.222 -0.300
H 3.567 1.704 -0.035 1.924 0.156 0.427
C 2.854 0.972 -0.262 0.155 -2.082 -0.157
H -2.146 1.503 0.332 -0.367 0.403 0.155

---

# 3
15
Properties=species:S:1:pos:R:3:forces:R:3 method="wB97M-V/def2-TZVPD" homo_lumo_gap_ha="0.28229 / 0.30880" charge=0 lumo_energy_ev="-0.14 / 0.26" relative_energy_ev=4.9903
C -0.587 0.869 1.615 -0.113 -0.188 -0.036
H -1.599 0.577 1.350 -0.020 0.046 0.009
N 1.165 -0.460 -1.561 -0.192 -0.073 0.132
C -0.480 -1.494 -0.112 -0.275 -0.433 -0.077
O -0.871 1.015 -1.182 0.559 -1.289 -0.082
H -1.311 -1.466 0.570 0.032 0.222 0.011
H 1.434 0.695 0.797 0.069 -0.219 0.088
C 0.404 0.388 0.625 0.807 -0.352 0.650
C 0.149 -0.328 -0.583 -0.866 2.599 -0.815
H 1.661 -1.338 -1.523 -0.065 -0.006 0.009
H -0.615 1.198 -2.098 -0.058 -0.223 0.074
H -0.341 0.512 2.620 -0.028 0.036 -0.072
H -0.546 1.961 1.646 0.005 -0.032 -0.060
H -0.268 -2.450 -0.573 0.205 -0.073 0.087
H 1.804 0.321 -1.589 -0.059 -0.015 0.083

---

# 4
15
Properties=species:S:1:pos:R:3:forces:R:3 method="wB97M-V/def2-TZVPD" homo_lumo_gap_ha=0.30188 charge=0 lumo_energy_ev=-0.27 relative_energy_ev=5.2248
H 0.213 -1.551 -1.281 0.033 -0.047 0.037
H -1.755 -1.298 0.071 0.039 -0.052 0.012
H 2.347 0.358 0.131 0.047 0.043 -0.043
C -1.246 0.727 0.494 0.433 -0.684 0.073
H -0.763 -1.088 1.556 -0.050 -0.118 -0.074
C -0.839 -0.879 0.489 -0.350 0.789 0.254
H 0.581 0.949 -0.401 -1.607 0.383 0.341
H 1.164 -1.700 0.282 0.012 0.063 -0.090
C 1.729 0.459 -0.758 0.411 -0.865 0.202
H 1.917 1.444 -1.198 -0.319 0.167 0.107
O -2.452 0.751 1.141 0.006 0.103 -0.151
C 0.328 -1.262 -0.246 0.499 0.942 -0.351
H -2.725 1.679 1.182 0.078 -0.090 -0.010
N -0.572 1.644 0.058 0.909 -0.467 -0.362
H 2.072 -0.233 -1.520 -0.140 -0.167 0.054